(1)
C8H22N3O2Si | wB97M-V/def2-TZVPD

Geometry as XYZ:
```
36
Properties=species:S:1:pos:R:3:forces:R:3
C 1.24506 -1.07927 -0.16792 -4.249 1.767 4.257
C -0.39860 -2.64528 -1.02031 0.063 0.335 5.914
C 1.67001 -2.35529 -2.16466 4.485 2.241 2.430
C -0.27013 -1.38784 2.24457 1.057 -0.008 -1.806
C 2.66950 0.48962 1.04215 0.551 -1.467 0.623
C -3.17248 1.01054 -1.38168 1.730 0.326 -2.444
C 0.41983 3.06116 -0.55284 -1.503 0.026 1.240
C -1.85558 1.84008 1.92971 1.019 -0.288 -0.064
N 0.89707 -1.99651 -0.99669 -0.622 -0.912 -0.752
N -0.11804 -0.44732 1.15408 2.890 -0.767 -3.179
N 2.35846 -0.46524 0.01532 1.187 -1.083 -2.429
O -1.97502 0.52567 -0.70366 -1.953 -0.241 -1.513
O 0.36531 1.72229 -0.12733 -2.167 -0.900 1.253
Si -1.00730 0.90920 0.50658 1.279 0.910 0.521
H -0.96043 -2.27321 -0.11987 0.179 0.185 -1.382
H -0.86546 -2.46883 -1.87650 -2.137 0.909 -3.595
H -0.41335 -3.69008 -0.78007 0.952 -0.838 -0.389
H 2.71782 -2.69691 -1.84462 -1.540 -0.159 -0.532
H 1.15196 -3.01325 -2.72318 -1.372 -2.354 -1.780
H 1.87731 -1.45780 -2.71845 -0.136 0.467 -0.645
H 0.68162 -1.87896 2.34655 0.509 -0.429 0.232
H -0.29515 -0.77588 3.13613 -1.219 -0.410 0.537
H -0.95339 -2.17536 1.90357 -0.575 0.227 1.426
H 2.71706 -0.01725 1.98473 -0.127 -0.378 0.635
H 1.84576 1.11821 1.01706 -0.670 2.056 0.348
H 3.66468 0.82783 0.87752 0.437 0.921 -0.390
H -3.96321 1.32957 -0.77760 -0.914 0.179 1.566
H -3.58521 0.31351 -2.14568 0.625 -0.314 1.035
H -2.94233 1.87851 -2.05276 0.315 -0.434 0.840
H 0.58752 3.81350 0.20679 0.044 -0.163 0.830
H -0.45042 3.39858 -1.07939 -0.564 -0.069 -0.636
H 1.24703 3.04043 -1.13235 2.471 0.708 -2.362
H -2.92056 2.07936 1.94232 0.184 0.097 -0.650
H -1.73371 1.24894 2.84863 0.317 0.229 -0.108
H -1.22466 2.75460 2.00102 -0.637 -0.363 0.331
H 2.98902 -0.53731 -0.79118 0.092 -0.004 0.639
```
Forces are in eV/Å.

Values from the calculation:
E_HOMO ... -12.587 eV
Net charge ... +1
2S+1 ... 1
Molar mass ... 220.37 g/mol

=====

(2)
C4H10O | wB97M-V/def2-TZVPD

Geometry as XYZ:
```
15
Properties=species:S:1:pos:R:3:forces:R:3
C 0.26219 0.49340 -0.13829 3.565 1.874 2.686
C -0.62430 -0.03960 -0.96986 -3.100 -1.406 -1.648
C -1.94101 -0.47728 -0.44973 -1.451 0.351 0.124
C 1.67763 1.02064 -0.36351 -0.756 0.641 0.434
H 0.08679 0.53751 0.93641 -0.857 0.298 -0.316
H -0.59611 -0.09381 -2.02804 0.740 0.164 -0.987
H -1.94690 -1.34103 0.23303 0.357 -0.177 0.732
H -2.56046 0.31596 0.05643 0.618 -0.143 0.300
H -2.69697 -0.81084 -1.16590 0.447 -0.057 -0.775
H 1.71809 2.10242 -0.10790 -0.166 0.242 -0.631
H 2.02302 0.90746 -1.40005 0.279 -0.186 0.413
H 2.39879 0.70715 0.42339 -0.048 -0.737 -0.856
H 1.25230 -0.53877 1.88855 -0.438 -0.238 -0.460
H 0.07712 -1.36274 1.27162 0.187 0.501 -0.296
O 0.86982 -1.42047 1.81385 0.624 -1.127 1.280
```
Forces are in eV/Å.

Values from the calculation:
Energy relative to the best compared isomer or geometry (same formula, charge and spin) ... 37.0 kcal/mol
E_HOMO (spin up / spin down) ... 1.731 / -3.340 eV
Net charge ... -1
2S+1 ... 2
Molar mass ... 74.12 g/mol
⟨S²⟩ ... 0.75

=====

(3)
C29H12F5MnN6O5S | wB97M-V/def2-TZVPD

Geometry as XYZ:
```
59
Properties=species:S:1:pos:R:3:forces:R:3
Mn -0.79476 -0.55014 -1.70011 0.065 0.017 0.463
C 2.51400 1.54983 -3.68658 0.375 0.083 0.310
C 1.33191 0.85453 -3.51294 -0.412 -0.072 -0.297
N 1.05252 0.23199 -2.37455 0.248 -0.004 0.589
C 1.96847 0.30503 -1.37999 -0.013 0.448 -0.858
C 3.13457 1.04491 -1.57500 -0.080 -0.218 0.399
N 3.41717 1.65721 -2.71006 -0.167 0.042 -0.342
C 1.61871 -0.43723 -0.17839 -0.426 -0.525 0.531
C 2.43883 -0.63888 0.92155 0.032 0.147 -0.009
C 2.02668 -1.45460 1.97327 -0.377 0.013 -0.357
C 0.78596 -2.08311 1.83573 0.166 -0.079 -0.052
C -0.01040 -1.80743 0.74138 0.296 0.295 0.012
N 0.38835 -0.97461 -0.23242 0.920 -0.351 0.279
C -1.35042 -2.33132 0.49783 -0.606 -0.034 -0.339
C -2.15437 -2.96546 1.43964 0.363 0.004 0.111
N -3.37799 -3.38396 1.17010 -0.157 0.037 -0.219
C -3.82787 -3.14552 -0.06201 0.040 -0.158 0.350
C -3.06772 -2.48239 -1.00601 0.020 0.064 -0.408
N -1.83154 -2.07245 -0.73926 -0.099 0.236 0.677
C 2.85279 -1.63037 3.18618 0.271 -0.108 0.394
C 2.36297 -2.27884 4.32213 -0.024 0.082 -0.190
C 3.16171 -2.39265 5.44650 0.036 0.012 0.056
N 4.39642 -1.90857 5.53136 0.053 -0.027 0.044
C 4.87071 -1.29468 4.45213 0.016 -0.005 0.065
C 4.15687 -1.13860 3.27767 -0.152 -0.042 -0.128
H 2.74879 2.04398 -4.61916 -0.098 -0.018 -0.052
H 0.58793 0.79168 -4.29803 -0.063 -0.059 0.064
H 3.85930 1.15346 -0.77617 -0.017 -0.041 0.002
H 3.39695 -0.14384 0.94387 0.020 0.001 0.038
H 0.42344 -2.77894 2.57561 0.002 0.015 0.031
H -1.80478 -3.10194 2.45623 0.034 -0.033 -0.028
H -4.83298 -3.47724 -0.28446 0.000 0.031 -0.089
H -3.45606 -2.27492 -1.99504 0.032 0.125 0.018
H 1.36177 -2.68205 4.35019 -0.017 0.023 0.042
H 2.79064 -2.89038 6.33566 -0.063 -0.009 -0.040
H 5.87787 -0.90176 4.53846 -0.001 0.002 -0.069
H 4.62956 -0.63809 2.44551 0.021 0.020 0.010
O -5.16866 0.84878 -5.94653 -0.007 -0.026 0.083
C -4.41626 0.56936 -5.04387 -0.070 0.009 -0.313
C -4.63004 0.89671 -3.57647 -0.112 0.098 0.272
O -5.62520 1.38442 -3.08829 0.032 0.003 -0.081
C -3.38631 0.46542 -2.89546 0.639 -0.287 -0.191
C -2.55038 -0.18549 -3.84755 -1.159 0.256 0.279
O -1.43060 -0.67117 -3.39720 0.495 -0.056 -1.693
C -3.09221 -0.15438 -5.18487 0.404 -0.186 0.136
O -2.61468 -0.59126 -6.22480 -0.049 0.033 0.008
O -3.01341 0.57677 -1.70495 -0.236 -0.126 0.190
F 0.53032 5.98014 0.77827 -0.016 -0.007 0.018
C 0.03293 4.74338 0.94891 0.017 -0.015 -0.013
C -0.03558 3.86000 -0.11221 -0.005 0.045 -0.055
F 0.41098 4.23232 -1.32399 -0.030 0.017 0.032
C -0.55758 2.59914 0.07889 -0.104 -0.017 0.404
F -0.61404 1.80392 -1.01766 0.066 0.085 0.086
C -0.99275 2.11383 1.32507 0.267 0.366 -0.276
S -1.54605 0.50960 1.52564 -0.432 -0.101 0.317
C -0.89873 3.04563 2.37362 0.042 -0.090 -0.334
F -1.27517 2.69432 3.60746 -0.035 0.018 0.092
C -0.41404 4.32507 2.19134 0.025 0.065 -0.001
F -0.35858 5.18085 3.22384 0.028 0.002 0.030
```
Forces are in eV/Å.

Values from the calculation:
E_HOMO (spin up / spin down) ... -4.439 / -4.444 eV
Net charge ... -1
2S+1 ... 2
Molar mass ... 706.45 g/mol
⟨S²⟩ ... 0.78

=====

(4)
C4H8N2O2 | wB97M-V/def2-TZVPD

Geometry as XYZ:
```
16
Properties=species:S:1:pos:R:3:forces:R:3
C -0.60189 1.59977 -0.56823 0.039 -0.459 0.170
C 0.22124 0.37501 -0.23079 0.389 -0.995 1.020
C -0.39611 -0.85847 0.15693 -0.024 0.496 0.955
N 0.33024 -1.91305 0.60193 -0.893 0.787 -0.871
N -1.73462 -1.00864 0.13401 -0.317 -0.310 0.065
C 1.88617 0.79936 0.34846 -1.561 -0.623 1.948
O 1.21871 0.03479 -1.11947 2.506 1.631 -1.486
O 1.85605 1.78016 1.05972 0.450 0.334 -1.873
H -2.26112 -0.30187 -0.35908 0.087 -0.099 0.073
H -0.17656 -2.64777 1.07894 0.783 -0.010 -0.198
H 1.33032 -1.81520 0.49207 -0.207 -0.438 0.299
H -2.07453 -1.95653 0.02997 -0.149 0.295 0.201
H 2.78635 0.15249 0.37834 -0.939 -0.361 -0.268
H -1.12638 1.44720 -1.51515 -0.207 -0.030 -0.096
H -1.30528 1.84940 0.23100 -0.025 -0.004 -0.073
H 0.04740 2.46335 -0.71867 0.067 -0.213 0.135
```
Forces are in eV/Å.

Values from the calculation:
Energy relative to the best compared isomer or geometry (same formula, charge and spin) ... 119.0 kcal/mol
E_HOMO (spin up / spin down) ... -6.734 / -6.733 eV
2S+1 ... 1
Molar mass ... 116.12 g/mol

=====

(5)
C5H8O2 | wB97M-V/def2-TZVPD

Geometry as XYZ:
```
15
Properties=species:S:1:pos:R:3:forces:R:3
C 1.83052 -0.10382 0.65269 -0.002 -0.030 0.020
C 0.57368 0.09812 -0.12524 0.258 -0.181 0.129
C -0.14993 -0.87846 -1.00453 -0.029 -0.121 -0.082
C -0.89718 -0.15064 0.08671 0.127 0.156 -0.105
O -1.57167 -0.82277 1.08858 -0.143 -0.085 -0.116
C -1.06480 1.32572 -0.21526 -0.356 0.023 0.016
O 0.32419 1.43005 -0.58933 0.082 0.050 0.000
H 2.69090 0.16675 0.02969 -0.118 -0.077 0.082
H 1.94058 -1.14588 0.96533 -0.042 0.142 -0.041
H 1.83446 0.54053 1.53756 0.013 -0.105 -0.108
H -0.29063 -0.70685 -2.07076 -0.042 0.121 0.191
H 0.01374 -1.91766 -0.71568 0.059 0.203 -0.115
H -2.23170 -1.37685 0.65035 0.083 0.061 0.249
H -1.75055 1.66007 -1.00267 0.114 -0.122 0.046
H -1.25162 1.88169 0.71257 -0.004 -0.035 -0.164
```
Forces are in eV/Å.

Values from the calculation:
Energy relative to the best compared isomer or geometry (same formula, charge and spin) ... 56.7 kcal/mol
E_HOMO ... -9.095 eV
2S+1 ... 1
Molar mass ... 100.12 g/mol

=====

(6)
C6H6 | wB97M-V/def2-TZVPD

Geometry as XYZ:
```
12
Properties=species:S:1:pos:R:3:forces:R:3
C -1.21603 0.75051 -2.71514 0.176 -0.043 0.473
C -0.80492 0.76339 -1.58277 -0.162 -0.123 -0.408
C -0.29988 0.78804 -0.20267 -0.049 -0.153 0.122
C 0.51646 -0.47657 0.17261 -0.144 -0.300 0.043
C 0.93143 -0.58867 1.56492 0.096 -0.112 0.644
C 0.90524 -1.10044 2.65844 0.855 0.838 -0.056
H -1.58776 0.72918 -3.71715 0.090 0.021 0.221
H -1.14136 0.88864 0.49017 0.047 -0.053 -0.090
H 0.29143 1.71077 -0.07990 0.052 -0.469 0.049
H -0.03933 -1.41239 0.33860 -0.856 0.374 -1.721
H 1.28726 -0.68813 -0.57738 0.045 0.188 0.391
H 1.15746 -1.36433 3.65027 -0.149 -0.170 0.332
```
Forces are in eV/Å.

Values from the calculation:
Structure (SMILES) ... C#CCCC#C
Energy relative to the best compared isomer or geometry (same formula, charge and spin) ... 101.3 kcal/mol
E_HOMO ... -9.892 eV
2S+1 ... 1
Molar mass ... 78.11 g/mol

=====

(7)
C4H12N2O2 | wB97M-V/def2-TZVPD

Geometry as XYZ:
```
20
Properties=species:S:1:pos:R:3:forces:R:3
O 0.92614 1.55815 2.59074 0.943 -0.056 0.751
C 1.23343 0.16180 2.55604 -0.415 -0.031 0.278
N 0.65013 -0.60998 1.51797 1.227 0.036 -1.617
C 1.21684 -0.42574 0.17017 0.011 0.402 0.237
C 0.30939 0.28626 -0.83027 -0.634 -0.449 -0.239
N -1.05369 -0.30085 -0.82129 1.277 0.567 0.450
C -1.81830 -0.00327 -1.98778 -0.893 -1.016 0.452
O -1.49164 -0.76213 -3.14904 -0.363 0.181 0.081
H 0.15053 1.74942 2.10006 -1.220 0.041 -0.623
H 2.31721 0.19111 2.46740 0.080 -0.624 -0.048
H 0.95103 -0.35898 3.47779 0.016 0.583 0.261
H -0.34277 -0.62370 1.41663 -0.657 0.179 0.783
H 2.14263 0.14410 0.24873 0.044 0.031 0.050
H 1.50146 -1.39273 -0.25438 -0.162 -0.107 0.000
H 0.15744 1.35484 -0.67458 0.412 0.110 0.340
H 0.81075 0.18705 -1.80692 -0.111 -0.012 0.001
H -1.02134 -1.24426 -0.44757 -0.491 -0.061 -0.786
H -1.77002 1.06987 -2.16339 0.266 0.145 -0.137
H -2.86689 -0.25191 -1.79498 0.107 0.067 -0.061
H -0.54214 -0.80909 -3.20602 0.561 0.016 -0.171
```
Forces are in eV/Å.

Values from the calculation:
Structure (SMILES) ... OCNCCNCO
Energy relative to the best compared isomer or geometry (same formula, charge and spin) ... 57.1 kcal/mol
E_HOMO ... -9.351 eV
2S+1 ... 1
Molar mass ... 120.15 g/mol

=====

(8)
C26H36AsClIO2P2V | wB97M-V/def2-TZVPD

Geometry as XYZ:
```
70
Properties=species:S:1:pos:R:3:forces:R:3
C 0.01228 1.24754 -4.36600 -0.062 0.275 -0.633
C -0.00720 1.13205 -2.87350 0.141 1.214 1.674
H 0.00559 2.30540 -4.67120 0.018 -0.300 0.186
H -0.85806 0.74729 -4.80905 0.103 -0.011 0.129
H 0.89782 0.76005 -4.79295 -0.095 -0.008 0.154
O 0.00535 2.09492 -2.10926 0.017 -1.848 -1.625
I 0.06295 -2.99894 -3.51181 0.011 0.503 -0.632
V 0.00450 -0.90731 -2.15655 -0.138 -1.339 1.242
P 2.03979 -0.29613 -1.06004 1.220 0.020 0.466
C 2.12479 1.31618 -0.24576 -0.186 0.200 -0.001
C 2.78475 -1.35319 0.23345 -0.240 -0.258 -0.120
H 3.79846 -0.99575 0.45234 -0.188 0.018 -0.153
H 4.27735 -0.35658 -1.88999 -0.159 0.069 -0.384
H 2.82421 -2.39120 -0.11222 0.000 0.166 0.176
H 3.13351 -1.15179 -3.03729 0.179 0.228 0.168
H 1.24131 1.40314 0.41342 0.480 0.271 -0.480
H 2.16972 -1.30367 1.14143 0.137 -0.110 -0.256
C 3.29072 -0.29281 -2.37071 0.200 0.124 -0.020
H 3.03044 1.35959 0.37233 -0.126 0.023 -0.230
H 3.20066 0.64078 -2.94114 0.138 -0.255 0.033
H 2.12473 2.09670 -1.01241 -0.056 0.018 0.419
P -2.09331 -0.25588 -1.20778 -1.255 0.012 0.337
C -2.04019 1.20092 -0.15010 0.407 0.409 0.062
C -3.27347 0.10938 -2.53485 0.015 0.119 0.008
H -2.85600 -2.43738 -0.48017 -0.157 0.130 0.179
H -4.08611 -1.16652 -0.20427 0.081 0.031 0.015
H -2.68567 -1.30346 0.89170 0.013 -0.103 -0.204
C -3.02358 -1.41111 -0.14283 0.185 -0.344 -0.268
H -3.20132 -0.67617 -3.29655 -0.186 0.198 0.096
H -4.27587 0.12325 -2.08903 0.150 0.093 -0.352
H -3.05991 1.48960 0.13481 0.210 -0.124 -0.024
H -1.54698 2.00113 -0.71393 -0.263 -0.034 0.419
H -3.03416 1.08336 -2.97670 -0.145 -0.194 -0.018
H -1.42013 0.97207 0.74656 -0.739 0.231 -0.727
Cl -0.08929 -2.32657 -0.24272 -0.002 0.803 -0.326
O 0.05948 0.54044 1.73845 -0.029 0.393 -1.384
As 0.26733 0.24158 3.38555 0.194 -1.348 3.115
C -1.45640 0.52354 4.22418 -0.321 0.404 -0.381
C -2.00884 -0.47565 5.02745 0.114 -0.366 0.246
C -3.22311 -0.24823 5.68569 0.027 0.593 -0.312
C -3.88634 0.98445 5.52502 0.687 -0.389 -0.216
C -3.34735 1.96294 4.67467 0.071 -0.246 0.133
C -2.14469 1.72712 4.00500 -0.009 0.006 0.045
C 0.73713 -1.62336 3.62654 0.220 0.089 0.323
C 1.87011 -2.00369 4.36250 -0.061 -0.149 -0.295
C 2.25660 -3.34772 4.37969 -0.053 0.124 0.109
C 1.49125 -4.31393 3.71944 -0.203 0.367 -0.187
C 0.31324 -3.94016 3.05902 0.064 0.398 0.278
C -0.07661 -2.59512 3.04037 0.145 -0.184 -0.168
C 1.64442 1.45834 3.98350 0.296 0.390 -0.299
C 2.99966 1.09124 3.94201 0.042 -0.067 0.036
C 3.96593 1.95692 4.46999 -0.281 -0.195 -0.101
C 3.59276 3.20816 4.96550 -0.569 -0.250 -0.138
C 2.24875 3.61214 4.91339 0.089 -0.380 -0.176
C 1.27461 2.74081 4.41334 -0.051 0.072 0.157
H -1.48576 -1.43063 5.15764 -0.248 0.414 0.011
H -3.64717 -1.02312 6.32266 0.136 0.206 -0.156
H -4.81093 1.17018 6.06499 0.140 -0.004 -0.156
H -3.86122 2.91490 4.54786 0.119 -0.256 -0.030
H -1.74065 2.46920 3.31189 -0.186 -0.123 0.254
H 2.43426 -1.25749 4.91391 0.031 -0.238 -0.098
H 3.16572 -3.63498 4.91451 -0.381 0.076 -0.141
H 1.80219 -5.35719 3.72184 -0.056 0.251 0.027
H -0.31074 -4.68027 2.56145 0.161 0.133 0.164
H -1.01039 -2.30076 2.56812 0.173 -0.138 -0.120
H 3.29901 0.12993 3.51594 -0.034 0.347 0.218
H 5.00775 1.63393 4.50676 -0.317 0.154 -0.085
H 4.34088 3.86663 5.39104 -0.063 -0.024 -0.072
H 1.96105 4.60079 5.26603 0.043 -0.249 -0.079
H 0.22654 3.05015 4.36913 0.403 -0.038 0.169
```
Forces are in eV/Å.

Values from the calculation:
Energy relative to the best compared isomer or geometry (same formula, charge and spin) ... 6.9 kcal/mol
E_HOMO (spin up / spin down) ... -14.018 / -14.294 eV
Net charge ... +2
2S+1 ... 3
Molar mass ... 730.74 g/mol
⟨S²⟩ ... 2.23